[1]
Entry from the Open Molecules 2025 dataset: a structure of composition C17H36FN3O12Pt2 at a distorted geometry (ωB97M-V/def2-TZVPD).

Properties
- Frontier orbital gap (alpha / beta): 6.5 / 6.5 eV
- Energy: -2074.341166 hartree
- HOMO energy (alpha / beta): -9.5 / -9.4 eV

ORCA input file:
```
! RIJCOSX wB97M-V def2-TZVPD def2/J DEFGRID3
* xyz 0 5
Pt 2.304 2.281 3.394
Pt -2.113 2.841 2.478
C 0.619 1.654 0.530
O 1.804 1.257 0.621
O -0.388 1.015 0.902
O 0.516 2.769 1.053
C -0.178 3.483 5.504
O 1.046 3.776 5.595
O -1.004 4.218 4.984
O -0.172 2.425 4.921
C -2.120 0.795 -4.249
C -2.227 -0.594 -3.714
C -0.823 -1.292 -3.797
O -0.850 -2.748 -3.861
C 0.431 -3.305 -4.043
N -2.660 -0.431 -2.311
H -2.137 0.827 -5.338
H -1.259 1.298 -3.809
H -3.064 1.306 -4.054
H -2.906 -1.217 -4.296
H -0.186 -0.881 -3.013
H -0.377 -0.963 -4.735
H 1.179 -2.764 -3.463
H 0.629 -3.115 -5.098
H 0.200 -4.362 -3.911
H -3.124 -1.260 -1.968
H -1.844 -0.270 -1.738
C 7.666 -2.262 -0.457
C 6.163 -2.034 -0.727
C 5.246 -3.263 -0.670
O 5.556 -4.093 0.454
C 4.517 -5.061 0.619
N 5.742 -1.072 0.295
H 7.715 -2.521 0.601
H 8.160 -1.291 -0.425
H 8.237 -2.992 -1.030
H 6.006 -1.590 -1.710
H 5.254 -3.824 -1.605
H 4.206 -2.941 -0.615
H 3.511 -4.682 0.798
H 4.518 -5.776 1.441
H 4.419 -5.697 -0.261
H 4.912 -0.557 0.039
H 5.334 -1.671 0.998
C -6.357 4.496 0.582
C -5.136 3.897 -0.184
C -4.113 5.067 -0.534
O -3.496 5.319 0.710
C -2.508 6.325 0.670
N -4.450 2.867 0.546
H -6.271 4.382 1.663
H -7.306 3.997 0.386
H -6.372 5.552 0.313
H -5.581 3.455 -1.076
H -4.641 5.957 -0.877
H -3.429 4.825 -1.348
H -1.618 6.238 0.047
H -2.008 6.295 1.638
H -3.016 7.264 0.453
H -5.085 2.192 0.947
H -4.012 2.390 -0.229
C 0.387 -2.880 2.952
C -0.887 -3.586 2.406
O -1.238 -4.336 3.525
C -0.372 -4.405 4.483
O -0.432 -5.030 5.525
O 0.683 -3.713 4.057
F -0.656 -4.395 1.327
H -0.016 -1.972 3.401
H 1.172 -2.673 2.225
H -1.697 -2.943 2.062
*
```

---

[2]
Entry from the Open Molecules 2025 dataset: the ion C2HN4OS with charge -1 at a distorted geometry (ωB97M-V/def2-TZVPD).

Properties
- Frontier orbital gap: 7.2 eV
- Energy: -769.216303 hartree
- HOMO energy: -3.8 eV
- Relative energy (zero: lowest compared OMol25 entry of this formula, charge and spin): 47.0 kcal/mol

ORCA input file:
```
! RIJCOSX wB97M-V def2-TZVPD def2/J DEFGRID3
* xyz -1 1
O -0.800 0.560 1.571
C -0.473 0.372 0.406
N 0.595 0.836 -0.248
N 1.169 1.961 -0.060
N 2.338 2.284 -0.058
N 3.378 1.284 -0.028
C 3.165 0.097 0.050
S 3.184 -1.431 0.230
H -0.971 -0.344 -0.192
*
```

---

[3]
Entry from the Open Molecules 2025 dataset: a cluster of 2 separate species, C2H5ClO2S in total at a distorted geometry (ωB97M-V/def2-TZVPD).

Properties
- Frontier orbital gap: 9.1 eV
- Energy: -1088.005412 hartree
- HOMO energy: -9.3 eV
- Relative energy (zero: lowest compared OMol25 entry of this formula, charge and spin): 9.1 kcal/mol

ORCA input file:
```
! RIJCOSX wB97M-V def2-TZVPD def2/J DEFGRID3
* xyz 0 1
C 0.085 0.887 0.590
C -0.783 0.055 -0.346
O -1.514 -0.830 0.040
H 0.381 0.463 1.535
H -0.533 1.680 0.767
H 1.041 1.278 0.187
H -1.100 0.563 -1.259
O -0.546 -2.676 -1.543
S 0.657 -1.638 -1.646
Cl 2.394 -2.371 -0.712
H -1.196 -2.451 -0.795
*
```

---

[4]
Entry from the Open Molecules 2025 dataset: the ion C4H7O3P with charge -2 at a distorted geometry (ωB97M-V/def2-TZVPD).

Properties
- Frontier orbital gap: 6.0 eV
- Energy: -723.663824 hartree
- HOMO energy: 0.8 eV
- Relative energy (zero: lowest compared OMol25 entry of this formula, charge and spin): 32.8 kcal/mol

ORCA input file:
```
! RIJCOSX wB97M-V def2-TZVPD def2/J DEFGRID3
* xyz -2 1
C 1.102 0.217 1.152
C 0.082 -0.067 0.121
P -1.986 0.113 0.413
O -2.551 -0.337 -0.870
O -2.278 -0.799 1.587
O -2.061 1.605 0.653
C 0.499 0.479 -1.261
C 0.552 -1.013 -0.904
H 1.167 -0.592 1.835
H 0.635 1.007 1.759
H 2.079 0.455 0.879
H 1.437 0.968 -1.358
H -0.433 0.842 -1.553
H 0.118 -1.613 -1.664
H 1.636 -1.265 -0.787
*
```

---

> What is the formula in the first record?

C17H36FN3O12Pt2

---

Repeat the fourth record exactly.
Entry from the Open Molecules 2025 dataset: the ion C4H7O3P with charge -2 at a distorted geometry (ωB97M-V/def2-TZVPD).

Properties
- Frontier orbital gap: 6.0 eV
- Energy: -723.663824 hartree
- HOMO energy: 0.8 eV
- Relative energy (zero: lowest compared OMol25 entry of this formula, charge and spin): 32.8 kcal/mol

ORCA input file:
```
! RIJCOSX wB97M-V def2-TZVPD def2/J DEFGRID3
* xyz -2 1
C 1.102 0.217 1.152
C 0.082 -0.067 0.121
P -1.986 0.113 0.413
O -2.551 -0.337 -0.870
O -2.278 -0.799 1.587
O -2.061 1.605 0.653
C 0.499 0.479 -1.261
C 0.552 -1.013 -0.904
H 1.167 -0.592 1.835
H 0.635 1.007 1.759
H 2.079 0.455 0.879
H 1.437 0.968 -1.358
H -0.433 0.842 -1.553
H 0.118 -1.613 -1.664
H 1.636 -1.265 -0.787
*
```

---

> Number 2 is which compound?

C2HN4OS

---

Please write out number 2 again, unchanged.
Entry from the Open Molecules 2025 dataset: the ion C2HN4OS with charge -1 at a distorted geometry (ωB97M-V/def2-TZVPD).

Properties
- Frontier orbital gap: 7.2 eV
- Energy: -769.216303 hartree
- HOMO energy: -3.8 eV
- Relative energy (zero: lowest compared OMol25 entry of this formula, charge and spin): 47.0 kcal/mol

ORCA input file:
```
! RIJCOSX wB97M-V def2-TZVPD def2/J DEFGRID3
* xyz -1 1
O -0.800 0.560 1.571
C -0.473 0.372 0.406
N 0.595 0.836 -0.248
N 1.169 1.961 -0.060
N 2.338 2.284 -0.058
N 3.378 1.284 -0.028
C 3.165 0.097 0.050
S 3.184 -1.431 0.230
H -0.971 -0.344 -0.192
*
```